{
  "formula": "C2H4N4O",
  "method": "the ωB97M-V functional and the def2-TZVPD basis",
  "symbols": ["C", "O", "C", "N", "N", "N", "N", "H", "H", "H", "H"],
  "xyz": [[0.55289, -0.99562, -1.25208], [-0.54847, 0.03161, -1.07662], [-0.80067, 0.54371, 0.06339], [-1.24850, 1.72962, 0.45889], [-0.82349, 1.97464, 1.69172], [-0.18779, 0.95854, 2.19250], [-0.01173, 0.04660, 1.13120], [0.35131, -1.99995, -1.00281], [1.54155, -0.57001, -1.10129], [0.57934, -0.87437, -2.43707], [0.59557, -0.84478, 1.33218]],
  "forces_ev_per_a": [[-0.8, 3.6, -5.0], [0.1, -2.0, -2.9], [4.1, 0.4, 5.1], [-0.4, -0.6, -2.4], [-0.1, -2.3, 1.4], [0.8, 0.1, -1.8], [-0.8, 0.2, 1.9], [-0.5, -0.8, 0.8], [-0.2, 0.0, 1.3], [-0.2, -1.1, 2.3], [-2.0, 2.5, -0.7]],
  "relative_energy_kcal_mol": 92.3,
  "total_charge": 0,
  "smiles": "COc1nnn[nH]1",
  "lumo_ev": 0.30,
  "homo_ev": -9.70,
  "multiplicity": 1
}